Density functional theory data (ωB97M-V/def2-TZVPD) for C59H59N5P2Pt as an isolated structure in a non-equilibrium geometry.

Geometry as XYZ:
```
126
Properties=species:S:1:pos:R:3:forces:R:3
Pt 1.531 -0.598 0.011 1.024 -1.222 0.753
C 3.539 -1.523 -2.456 -0.277 -0.344 0.083
P 1.904 -0.640 -2.368 1.212 -0.540 -0.890
C 0.992 -1.493 -3.691 -0.300 0.160 0.432
C -0.383 -1.648 -3.609 0.088 0.058 0.150
C -1.082 -2.285 -4.617 -0.053 -0.047 -0.075
C -0.407 -2.776 -5.722 -0.067 0.010 0.043
C 0.966 -2.613 -5.819 0.083 0.007 -0.036
C 1.668 -1.974 -4.814 0.042 -0.037 0.091
C 2.387 0.964 -3.075 -0.296 0.048 0.420
C 2.230 1.239 -4.429 -0.011 -0.007 -0.006
C 2.673 2.447 -4.940 0.016 -0.034 0.027
C 3.264 3.380 -4.104 -0.026 -0.037 0.017
C 3.429 3.103 -2.755 0.054 0.041 0.026
C 2.990 1.898 -2.236 -0.081 -0.141 0.047
C 4.238 -1.354 -1.172 1.514 -0.110 -0.573
C 5.602 -1.513 -0.862 -1.633 0.069 -1.026
C 5.721 -1.321 0.501 -1.470 0.457 1.335
C 4.426 -1.040 0.982 1.913 -0.039 0.435
C 3.973 -0.820 2.364 -0.066 -0.203 0.039
P 2.168 -0.349 2.398 1.142 0.001 0.659
C 2.195 1.355 3.034 -0.376 -0.084 -0.402
C 1.272 2.275 2.554 0.040 -0.171 0.015
C 1.254 3.569 3.049 -0.048 0.077 0.065
C 2.152 3.943 4.034 -0.064 0.016 -0.059
C 3.056 3.020 4.538 0.019 -0.088 -0.001
C 3.079 1.727 4.046 0.070 0.011 -0.034
C 1.715 -1.333 3.870 -0.390 -0.118 -0.278
C 1.357 -0.745 5.078 0.049 0.113 -0.227
C 1.181 -1.534 6.203 0.016 -0.131 0.139
C 1.327 -2.911 6.124 -0.027 0.176 0.039
C 1.635 -3.504 4.908 0.018 -0.107 -0.087
C 1.832 -2.721 3.786 -0.049 0.124 -0.019
N 3.547 -1.055 -0.046 -1.463 0.359 -0.405
H 4.150 -1.141 -3.280 -0.295 0.031 0.004
H 3.345 -2.588 -2.641 -0.136 0.141 -0.105
H -0.910 -1.269 -2.745 0.046 -0.056 -0.167
H -2.153 -2.398 -4.541 -0.141 -0.023 0.001
H -0.946 -3.287 -6.504 -0.058 -0.029 -0.092
H 1.497 -2.988 -6.681 0.050 -0.029 -0.084
H 2.734 -1.845 -4.917 0.110 -0.036 0.008
H 1.757 0.521 -5.082 -0.035 0.005 -0.058
H 2.556 2.656 -5.992 -0.025 0.035 -0.103
H 3.593 4.324 -4.508 0.085 0.124 -0.026
H 3.898 3.832 -2.114 0.056 0.063 0.091
H 3.094 1.666 -1.179 0.115 0.106 -0.076
H 6.381 -1.755 -1.555 0.149 -0.050 -0.222
H 6.612 -1.387 1.092 0.150 0.026 0.182
H 4.588 -0.054 2.847 -0.314 -0.020 0.037
H 4.107 -1.748 2.937 -0.206 0.272 0.050
H 0.580 1.967 1.783 -0.059 0.050 0.022
H 0.537 4.281 2.667 -0.047 0.057 -0.023
H 2.147 4.952 4.416 -0.016 0.093 0.050
H 3.740 3.302 5.323 0.086 0.043 0.076
H 3.766 1.011 4.473 0.072 -0.021 0.011
H 1.224 0.325 5.150 -0.008 0.026 0.035
H 0.930 -1.069 7.145 -0.023 0.021 0.056
H 1.201 -3.517 7.007 -0.030 -0.065 0.058
H 1.733 -4.577 4.842 0.020 -0.082 -0.023
H 2.076 -3.179 2.834 0.068 -0.105 -0.023
C -0.260 5.918 -0.420 0.035 -0.113 0.015
C 0.977 5.297 -0.245 0.121 -0.046 -0.022
C 1.085 3.932 -0.287 -0.006 -0.054 -0.038
C -0.062 3.116 -0.507 -0.466 0.092 0.031
C -1.313 3.771 -0.675 -0.234 0.048 0.079
C -1.396 5.140 -0.636 -0.117 -0.085 -0.021
N 0.133 1.799 -0.476 1.302 0.557 -0.017
N -0.911 0.927 -0.627 -0.778 0.030 0.661
C -1.257 -1.440 0.111 -1.145 -0.403 0.436
C -2.259 -1.817 -0.931 0.085 -0.133 -0.159
C -2.270 -3.066 -1.471 0.035 0.011 0.022
C -1.270 -3.991 -1.144 -0.520 0.071 -0.113
C -0.221 -3.553 -0.325 0.406 0.042 0.503
N -0.178 -2.382 0.240 0.759 0.209 -0.605
H -0.341 6.991 -0.365 0.003 0.148 -0.047
H 1.855 5.896 -0.066 0.119 0.075 0.034
H 2.028 3.441 -0.120 0.151 -0.046 0.008
H -2.209 3.188 -0.807 -0.057 0.041 -0.036
H -2.356 5.613 -0.770 -0.077 0.060 0.021
H -3.025 -1.105 -1.179 -0.110 -0.137 0.068
H -3.042 -3.340 -2.176 -0.078 -0.008 -0.001
H -1.269 -4.987 -1.554 0.086 -0.080 -0.028
H 0.630 -4.200 -0.152 0.146 0.003 -0.064
C -5.380 0.961 -2.802 -0.126 -0.034 0.006
C -3.893 1.094 -2.883 0.161 -0.049 0.117
C -3.250 1.246 -4.105 0.150 0.022 0.192
C -1.871 1.381 -4.182 -0.035 0.012 0.051
C -1.193 1.565 -5.501 0.007 -0.027 -0.084
C -1.118 1.286 -3.018 -0.057 -0.064 0.366
C -1.739 1.057 -1.795 -0.607 -0.132 -0.826
C -3.129 1.029 -1.723 0.203 0.144 -0.037
N -0.507 -0.225 -0.051 0.671 0.914 -0.686
C -2.099 -1.398 1.530 0.288 -0.010 -0.406
C -2.932 -0.131 1.639 -0.158 0.080 0.087
C -3.689 -0.127 2.975 -0.204 0.188 -0.017
C -2.712 -0.177 4.143 -0.013 -0.094 -0.080
C -1.869 -1.443 4.020 0.197 -0.008 0.173
C -2.761 -2.678 4.074 -0.079 0.017 -0.018
C -3.765 -2.616 2.928 -0.130 -0.265 -0.086
C -4.607 -1.345 3.026 0.023 -0.036 -0.003
C -3.011 -2.621 1.594 -0.167 0.011 0.203
C -1.115 -1.427 2.687 -0.088 -0.054 0.148
H -5.860 1.322 -3.707 -0.058 0.047 -0.041
H -5.777 1.514 -1.953 -0.073 0.029 0.041
H -5.659 -0.086 -2.677 -0.055 -0.021 0.016
H -3.837 1.283 -5.009 -0.099 0.060 -0.157
H -1.883 1.971 -6.235 0.009 0.049 -0.087
H -0.847 0.598 -5.867 0.079 -0.095 -0.101
H -0.330 2.221 -5.418 0.028 0.059 -0.016
H -0.044 1.382 -3.061 0.080 0.069 -0.043
H -3.633 0.974 -0.771 0.042 -0.047 0.107
H -3.678 -0.092 0.847 -0.031 0.031 -0.130
H -2.296 0.756 1.582 0.011 0.073 -0.079
H -4.288 0.788 3.030 0.052 -0.063 -0.025
H -3.269 -0.189 5.080 0.021 0.057 0.082
H -2.069 0.705 4.146 0.049 0.105 0.019
H -1.144 -1.483 4.835 -0.023 -0.022 -0.085
H -3.290 -2.722 5.027 0.030 -0.036 0.066
H -2.151 -3.581 3.984 -0.004 -0.051 0.077
H -4.421 -3.492 2.957 0.062 0.052 0.008
H -5.169 -1.347 3.960 -0.080 0.006 0.031
H -5.328 -1.311 2.204 -0.042 0.004 0.029
H -3.735 -2.605 0.776 0.000 -0.020 0.072
H -2.424 -3.538 1.503 0.025 -0.088 -0.030
H -0.485 -2.313 2.614 0.055 0.053 0.037
H -0.480 -0.538 2.638 0.007 0.005 0.008
```
Positions in Å, forces in eV/Å.

## Properties
Gap between HOMO and LUMO (spin up / spin down): 0.2309 / 0.1455 Ha
Multiplicity: 5
Energy: -91399.559 eV
LUMO (spin up / spin down): -5.6 / -7.8 eV
Relative energy (zero: lowest compared OMol25 entry of this formula, charge and spin): 62.6 kcal per mole
Charge: +2


Density functional theory data (ωB97M-V/def2-TZVPD) for C59H60As2CdN8O4 as an isolated structure in a non-equilibrium geometry.

Geometry as XYZ:
```
134
Properties=species:S:1:pos:R:3:forces:R:3
Cd -0.020 -0.499 -0.468 -0.877 0.096 -0.463
C -3.885 -0.527 -0.435 0.009 -0.105 -0.010
N -2.935 0.107 0.449 0.022 0.236 -0.066
C -2.721 -0.541 1.721 -0.099 0.302 0.259
C -2.224 -1.926 1.457 -0.040 -0.140 0.094
N -1.452 -2.226 0.451 -0.066 0.651 0.179
C -1.342 -3.592 0.432 -0.270 -0.692 0.446
C -0.691 -4.428 -0.467 -0.141 -0.016 0.066
C -0.779 -5.785 -0.242 0.014 -0.021 -0.134
C -1.474 -6.305 0.853 -0.113 -0.010 0.169
C -2.134 -5.489 1.751 -0.079 -0.061 0.075
C -2.072 -4.126 1.515 0.454 -0.093 -0.597
N -2.631 -3.033 2.141 0.004 0.180 0.116
C -3.237 -1.035 -1.688 0.008 -0.051 -0.110
N -1.994 -0.886 -2.036 0.162 0.222 0.538
C -1.873 -1.445 -3.286 -0.566 -0.399 -0.570
C -0.786 -1.501 -4.153 -0.057 0.021 0.076
C -0.965 -2.130 -5.366 0.139 -0.105 -0.006
C -2.183 -2.720 -5.713 -0.139 -0.028 -0.025
C -3.281 -2.657 -4.877 -0.081 -0.059 -0.022
C -3.117 -1.992 -3.672 0.697 0.095 -0.179
N -3.969 -1.703 -2.630 -0.070 0.073 0.164
H -4.353 -1.386 0.071 -0.080 0.171 -0.071
H -4.697 0.159 -0.728 0.147 -0.112 0.137
H -3.042 1.112 0.509 0.166 -0.257 0.037
H -1.949 0.041 2.241 -0.247 -0.128 0.058
H -3.624 -0.588 2.366 0.279 -0.020 -0.113
H -0.148 -4.019 -1.305 0.072 0.042 -0.084
H -0.292 -6.475 -0.915 0.045 -0.012 -0.092
H -1.501 -7.373 1.003 0.012 -0.090 -0.008
H -2.671 -5.897 2.595 -0.053 -0.063 0.060
H -3.199 -3.054 2.972 -0.013 0.100 -0.072
H 0.157 -1.048 -3.894 0.117 0.046 0.040
H -0.138 -2.184 -6.057 0.051 0.018 -0.065
H -2.274 -3.234 -6.659 0.005 0.008 -0.061
H -4.217 -3.118 -5.155 -0.117 -0.001 -0.039
H -4.945 -1.942 -2.569 0.082 0.036 0.008
O -0.037 2.624 -6.196 0.419 -0.140 0.133
C -1.337 2.674 -6.035 -0.229 -0.014 -0.065
O -2.099 2.969 -6.931 0.065 0.003 0.024
C -1.879 2.400 -4.673 -0.218 0.036 0.273
C -3.200 2.641 -4.349 0.375 -0.087 -0.259
N -3.336 2.389 -3.037 0.179 0.073 -0.353
N -2.188 2.008 -2.475 0.042 -0.268 0.414
C -1.288 1.987 -3.445 -0.386 0.033 -0.284
C 0.117 1.537 -3.159 -0.019 -0.010 -0.317
O 0.968 1.671 -4.055 -0.016 -0.043 -0.101
O 0.349 1.055 -2.025 -0.062 -0.487 0.225
H 0.453 2.283 -5.361 -0.388 0.086 -0.189
H -4.011 2.955 -4.972 -0.154 0.125 -0.148
H -4.146 2.563 -2.465 0.149 0.000 -0.047
C -0.037 3.814 1.558 0.070 0.026 -0.059
C -0.065 2.894 2.771 -0.033 -0.040 -0.076
As 0.655 1.061 2.446 0.036 0.465 1.076
C 2.582 1.332 2.623 0.040 0.001 -0.177
C 3.376 0.191 2.716 -0.254 -0.130 -0.030
C 4.752 0.293 2.801 0.017 -0.060 0.044
C 5.359 1.538 2.789 0.057 0.042 0.013
C 4.579 2.678 2.711 0.140 0.086 -0.008
C 3.200 2.574 2.634 -0.350 0.174 -0.067
C 0.419 0.552 4.358 -0.144 -0.234 -0.247
C -0.548 -0.378 4.725 -0.031 0.071 -0.309
C -0.767 -0.703 6.053 -0.127 -0.003 0.111
C -0.013 -0.102 7.045 -0.035 -0.080 0.032
C 0.969 0.809 6.696 0.028 0.069 0.042
C 1.182 1.131 5.367 0.169 0.196 -0.191
As -0.773 2.941 -0.115 -0.035 1.148 0.742
C -2.146 4.341 -0.378 -0.043 -0.240 0.002
C -1.802 5.680 -0.522 0.261 -0.016 0.121
C -2.768 6.646 -0.735 -0.040 0.102 0.014
C -4.103 6.287 -0.816 -0.074 0.053 -0.025
C -4.466 4.961 -0.662 -0.194 -0.009 0.063
C -3.491 4.004 -0.433 0.188 -0.186 0.119
C 0.561 3.748 -1.283 0.101 0.112 -0.130
C 0.241 4.436 -2.447 -0.298 0.035 0.099
C 1.234 4.949 -3.262 0.069 0.088 -0.091
C 2.566 4.787 -2.924 -0.001 0.068 -0.092
C 2.898 4.091 -1.775 0.107 -0.050 0.025
C 1.902 3.568 -0.972 -0.010 -0.155 0.246
H 0.984 4.135 1.344 -0.087 -0.032 -0.049
H -0.614 4.719 1.777 0.057 -0.131 -0.122
H -1.109 2.744 3.087 0.233 -0.152 0.013
H 0.459 3.352 3.621 -0.061 -0.198 -0.076
H 2.903 -0.783 2.709 0.075 -0.085 -0.040
H 5.354 -0.602 2.862 0.033 -0.088 0.014
H 6.435 1.620 2.846 0.073 0.001 -0.009
H 5.043 3.654 2.702 0.028 0.062 0.022
H 2.606 3.477 2.585 0.007 0.042 -0.034
H -1.120 -0.880 3.955 -0.030 -0.064 0.028
H -1.524 -1.429 6.314 -0.041 -0.076 0.008
H -0.179 -0.353 8.083 -0.015 -0.018 0.071
H 1.570 1.275 7.465 0.063 0.032 0.030
H 1.963 1.835 5.106 0.003 0.008 0.035
H -0.758 5.966 -0.478 -0.039 0.050 0.000
H -2.476 7.682 -0.838 0.011 0.065 -0.035
H -4.857 7.040 -0.992 -0.073 0.049 -0.024
H -5.509 4.677 -0.716 -0.047 -0.016 0.031
H -3.766 2.961 -0.297 -0.122 0.000 -0.044
H -0.798 4.574 -2.725 0.071 0.033 -0.016
H 0.964 5.467 -4.170 -0.027 0.057 -0.085
H 3.340 5.195 -3.558 0.058 0.009 -0.052
H 3.935 3.942 -1.509 0.066 -0.040 0.018
H 2.175 2.984 -0.098 0.099 0.058 -0.015
C 2.673 -6.324 0.647 -0.018 0.117 0.036
C 2.177 -5.001 1.159 0.030 -0.024 0.091
C 1.674 -4.900 2.446 -0.011 0.029 -0.064
C 1.171 -3.687 2.899 -0.098 -0.129 0.062
C 0.640 -3.568 4.300 0.063 0.030 -0.060
C 1.183 -2.589 2.064 -0.030 0.158 -0.058
C 1.723 -2.631 0.762 0.168 -0.319 0.384
C 2.194 -3.888 0.336 0.021 0.186 0.030
N 1.786 -1.459 0.046 0.027 0.194 -0.233
C 2.896 -1.213 -0.881 0.537 0.063 -0.181
C 3.169 0.301 -0.868 -0.172 -0.281 0.116
C 4.210 -1.883 -0.423 -0.206 0.036 -0.153
C 2.565 -1.615 -2.331 0.062 0.038 0.316
H 2.735 -7.046 1.458 0.038 -0.087 -0.020
H 3.658 -6.220 0.192 0.040 -0.064 -0.047
H 1.990 -6.716 -0.109 0.016 -0.071 -0.060
H 1.673 -5.763 3.097 0.009 -0.098 0.082
H 1.026 -4.367 4.927 0.012 -0.062 0.080
H -0.449 -3.637 4.307 -0.136 0.031 0.062
H 0.925 -2.612 4.736 -0.047 -0.009 0.084
H 0.795 -1.638 2.426 0.089 -0.154 -0.027
H 2.569 -4.012 -0.667 0.044 0.057 -0.156
H 3.429 0.614 0.141 0.097 0.044 0.064
H 2.288 0.841 -1.200 0.059 0.118 -0.045
H 3.990 0.547 -1.538 0.054 0.058 -0.130
H 4.268 -1.876 0.663 0.099 -0.012 0.094
H 5.054 -1.324 -0.824 0.036 0.035 -0.013
H 4.304 -2.908 -0.771 0.056 -0.090 0.061
H 3.475 -1.624 -2.928 0.037 0.039 -0.203
H 2.103 -2.601 -2.385 0.021 -0.105 0.034
H 1.880 -0.882 -2.756 0.019 0.033 -0.102
```
Positions in Å, forces in eV/Å.

## Properties
Gap between HOMO and LUMO: 0.2410 Ha
Energy: -208511.677 eV
LUMO: -0.1 eV
Relative energy (zero: lowest compared OMol25 entry of this formula, charge and spin): 13.2 kcal per mole